DFT (ωB97M-V with the def2-TZVPD basis set) results for an isolated molecule of C8H13NO4S.

```
27
Properties=species:S:1:pos:R:3:forces:R:3
C 1.901 -2.334 -1.561 5.24 -3.87 -0.73
C 1.876 -0.369 1.268 -1.25 2.04 0.75
C 1.971 -1.065 -0.929 -1.73 4.06 4.03
C 0.732 0.286 0.764 4.76 -1.55 2.03
C 0.616 -0.181 -0.605 -2.41 -1.76 -3.06
C -0.677 -1.057 -0.637 -0.97 -1.02 3.19
C 0.368 0.716 -1.844 -1.09 0.01 -0.63
C -2.947 0.853 1.580 1.27 -2.03 1.86
N -0.158 0.911 1.670 -1.72 2.20 0.71
O 1.541 -2.777 -2.615 -1.73 0.82 0.21
O 2.631 -1.128 0.426 -1.20 -0.58 -1.00
O -1.387 2.554 0.046 -0.58 -0.58 0.25
O -1.678 2.963 2.470 0.75 -1.46 -0.87
S -1.549 2.016 1.371 0.79 -0.38 0.15
H 2.910 -2.889 -1.130 -2.17 0.37 -0.05
H 2.378 -0.289 2.285 -1.15 -0.12 -1.32
H 2.811 -0.561 -1.400 -0.56 0.59 -1.11
H -0.709 -1.650 -1.506 0.07 -1.27 -0.83
H -1.539 -0.428 -0.747 -0.32 0.85 -0.16
H -1.020 -1.643 0.386 1.59 0.92 -2.53
H 0.397 0.121 -2.783 -0.37 -0.06 0.71
H 1.205 1.286 -1.933 2.62 1.99 -0.34
H -0.462 1.479 -1.932 0.51 -1.42 0.80
H -3.757 0.976 0.892 -0.29 0.57 -0.42
H -2.558 -0.234 1.477 -0.46 1.94 0.01
H -3.276 0.950 2.677 0.46 0.11 -1.79
H 0.381 1.496 2.311 -0.07 -0.35 0.14
```
Positions in Å, forces in eV/Å.

## Properties
Energy above the lowest of the compared OMol25 structures with the same formula, charge and spin ... 300.09 kJ/mol
F_max ... 6.6 eV Å⁻¹
Gap between HOMO and LUMO ... 8.38 eV

In the natural (NBO) picture, each atom carries the following charge in e: 0.4217, 0.1106, -0.0133, 0.0430, -0.0850, -0.6182, -0.6190, -0.8736, -0.8385, -0.4828, -0.4972, -0.9225, -0.9105, 2.2323, 0.0921, 0.2038, 0.2538, 0.2268, 0.2120, 0.2005, 0.2175, 0.2052, 0.2521, 0.2534, 0.2583, 0.2687, 0.4087

DFT (ωB97M-V with the def2-TZVPD basis set) results for an isolated molecule of C5H10O2.

```
17
Properties=species:S:1:pos:R:3:forces:R:3
C -2.106 -0.477 0.447 -0.02 -0.04 0.02
C -1.076 0.225 -0.433 -0.07 -0.24 -0.12
O -0.915 1.573 -0.031 0.08 0.06 0.18
C 0.258 -0.510 -0.386 -0.17 -0.06 -0.18
C 1.514 0.238 -0.862 0.02 0.05 -0.11
C 2.016 0.003 0.567 0.32 0.10 0.04
O 0.754 -0.556 0.970 -0.05 -0.03 0.12
H -3.053 0.070 0.429 0.14 -0.08 -0.02
H -2.283 -1.507 0.119 0.02 0.13 0.00
H -1.739 -0.512 1.479 -0.07 0.00 -0.15
H -1.421 0.264 -1.474 0.07 -0.02 0.11
H -0.569 1.532 0.871 -0.04 0.11 -0.01
H 0.148 -1.522 -0.802 -0.01 0.13 0.09
H 2.089 -0.232 -1.661 -0.11 0.06 0.13
H 1.313 1.285 -1.097 0.06 -0.16 0.02
H 2.269 0.891 1.158 -0.02 -0.11 -0.11
H 2.826 -0.732 0.659 -0.13 0.10 -0.02
```
Positions in Å, forces in eV/Å.

## Properties
Energy above the lowest of the compared OMol25 structures with the same formula, charge and spin ... 189.28 kJ/mol
F_max ... 0.3 eV Å⁻¹
Gap between HOMO and LUMO ... 10.79 eV

In the natural (NBO) picture, each atom carries the following charge in e: -0.6359, 0.0731, -0.7151, 0.0885, -0.4602, -0.0539, -0.5505, 0.2199, 0.2107, 0.2176, 0.1802, 0.4661, 0.1751, 0.2110, 0.2289, 0.1737, 0.1708

DFT (ωB97M-V with the def2-TZVPD basis set) results for a cluster of 15 separate species, C3H37NO14S in total.

```
56
Properties=species:S:1:pos:R:3:forces:R:3
C 1.747 -0.246 0.310 -0.27 0.83 -0.24
C 0.919 -1.185 -0.567 -0.34 1.20 -0.02
C -0.292 -1.674 0.230 -0.95 -0.87 -3.16
S -1.198 -2.953 -0.783 0.00 -0.61 0.03
N 0.387 -0.411 -1.720 -0.30 0.27 0.87
H 2.761 -0.119 -0.078 0.05 -0.22 0.17
H 1.351 0.767 0.328 -0.52 0.20 -0.17
H 1.774 -0.587 1.345 -0.08 1.54 -1.31
H 1.540 -1.962 -1.008 -0.51 -0.05 0.60
H -1.024 -0.877 0.149 0.22 0.28 1.26
H -0.202 -2.233 1.143 0.20 0.70 0.33
H -1.314 -2.364 -1.991 0.17 0.29 0.38
H 0.736 -0.743 -2.600 0.17 0.16 -0.10
H 0.641 0.565 -1.595 0.20 -0.15 -0.34
H 2.903 -2.051 1.054 -0.07 -0.25 -0.18
H 1.646 -1.872 2.010 0.45 -0.85 -0.01
O 2.613 -1.941 1.966 0.95 -1.84 1.35
H 2.330 -1.478 -3.967 0.15 0.02 0.15
H 3.525 -1.369 -2.973 -0.25 0.22 -0.47
O 2.848 -1.967 -3.304 -0.04 -0.08 -0.21
H 0.139 4.497 -1.154 -0.33 -0.01 -0.56
H -0.583 3.824 -0.099 -0.11 0.04 -0.43
O -0.687 3.994 -1.070 0.68 -0.11 0.81
H -2.626 1.923 -0.937 -0.50 -0.72 0.13
H -1.626 0.829 -1.054 0.37 -0.50 0.05
O -2.582 0.939 -0.979 0.41 1.36 -0.13
H -0.578 1.773 3.644 0.37 -0.01 0.05
H 0.759 0.986 3.241 -0.10 0.39 -0.07
O 0.021 1.574 2.912 -0.09 -0.12 -0.04
H 4.061 -1.976 -1.252 0.68 0.44 0.08
H 3.053 -3.034 -1.432 -0.06 -0.11 0.23
O 3.492 -2.529 -0.731 0.22 -0.83 0.11
H -3.102 -0.277 0.427 -0.37 0.09 0.10
H -4.596 -0.399 0.681 -0.07 0.01 0.09
O -3.746 -0.554 1.101 0.20 -0.07 -0.06
H 0.117 3.083 1.880 0.12 0.65 0.51
H 0.318 4.677 2.109 -0.03 -0.54 0.02
O -0.043 3.991 1.534 -0.08 -0.32 -0.20
H 1.232 -0.843 3.782 0.14 -0.03 0.37
H 2.548 -0.624 3.154 0.49 0.14 -0.10
O 1.918 -0.154 3.717 -0.66 0.13 0.43
H 0.216 0.300 -4.759 -0.32 2.45 -0.67
H -0.210 -0.975 -4.388 0.22 -0.60 0.06
O 0.625 -0.510 -4.572 -0.01 -1.93 0.18
H -0.678 -2.169 3.308 0.02 -0.05 -0.45
H 0.413 -3.239 2.760 -0.40 -0.10 0.43
O 0.264 -2.410 3.228 0.43 -0.16 0.42
H -2.560 -0.605 2.571 -0.75 -0.03 -0.38
H -1.208 0.112 2.761 -0.01 -0.23 -0.10
O -1.693 -0.708 2.958 0.45 0.17 0.54
H -3.106 -0.188 -3.475 0.18 -0.04 -0.07
H -1.790 0.280 -2.880 -0.20 -0.40 -0.27
O -2.156 -0.189 -3.649 0.11 0.18 0.07
H -2.413 4.251 -0.111 -0.56 0.31 0.03
H -3.505 4.679 -1.040 -0.14 0.07 0.02
O -3.381 4.371 -0.136 0.50 -0.31 -0.13
```
Positions in Å, forces in eV/Å.

## Properties
Energy above the lowest of the compared OMol25 structures with the same formula, charge and spin ... 0.00 kJ/mol
F_max ... 3.4 eV Å⁻¹
Gap between HOMO and LUMO ... 8.77 eV

In the natural (NBO) picture, each atom carries the following charge in e: -0.6374, -0.1039, -0.4825, -0.1153, -0.9056, 0.2023, 0.1941, 0.2259, 0.2240, 0.2109, 0.2283, 0.1369, 0.3965, 0.3607, 0.5112, 0.4908, -0.9880, 0.5102, 0.4590, -0.9696, 0.4763, 0.4945, -0.9932, 0.5006, 0.4801, -0.9720, 0.4866, 0.5248, -1.0153, 0.4632, 0.5022, -0.9426, 0.4989, 0.4814, -0.9802, 0.5231, 0.4951, -1.0105, 0.4958, 0.5068, -0.9841, 0.4819, 0.4998, -0.9644, 0.5306, 0.4902, -0.9997, 0.5110, 0.4907, -1.0097, 0.4858, 0.4889, -0.9797, 0.4798, 0.4669, -0.9520

Q: Which formula does entry 3 have?
A: C3H37NO14S